Formula: C8H13N9O4PdS4
Source: OMol25
Level of theory: ωB97M-V/def2-TZVPD

The geometry in ORCA input format:
```
! RIJCOSX wB97M-V def2-TZVPD def2/J DEFGRID3
* xyz -2 1
Pd 0.58040 1.83489 -0.06886
N -0.52824 4.92858 -0.08962
C 0.73611 4.75039 0.45326
N 1.55703 5.74928 0.71287
N 2.67361 5.13765 1.17967
N 2.52574 3.86176 1.19461
N 1.28250 3.57445 0.75069
C -1.51560 3.96071 0.01823
N -2.81130 4.21469 0.00060
N -3.37982 3.00385 0.20652
N -2.48165 2.09127 0.34184
N -1.26443 2.67051 0.22368
H -0.84900 5.87971 -0.12225
C -2.04280 -2.90146 -1.28535
C -2.34883 -2.03042 -0.07215
S -1.03468 -0.83972 0.30487
C -0.57770 -1.32361 1.97710
C 0.32843 -2.55016 2.07072
S 1.89504 -2.30729 1.18480
C 1.80128 -3.50625 -0.16844
C 0.79683 -3.25420 -1.29010
S -0.76876 -4.16189 -1.04008
H -1.78123 -2.28404 -2.14585
H -2.93787 -3.46982 -1.55548
H -2.51889 -2.66135 0.80212
H -3.26380 -1.46094 -0.25935
H -1.48810 -1.47638 2.56508
H -0.07518 -0.44720 2.39119
H -0.17195 -3.42917 1.66323
H 0.55696 -2.74988 3.12200
H 1.66173 -4.50387 0.25806
H 2.80644 -3.46628 -0.58936
H 1.22648 -3.58669 -2.23471
H 0.59287 -2.19334 -1.38661
O 0.76336 0.92440 -2.14074
S 2.20087 0.55792 -1.88903
O 3.11912 1.22418 -2.78329
O 2.35494 1.12633 -0.44731
O 2.38010 -0.88661 -1.85259
*
```

Calculated values
Highest occupied orbital energy: -2.64 eV
Kohn-Sham gap: 6.7 eV
Strongest force on any atom: 0.9 eV Å⁻¹